The following is a DFT calculation (ωB97M-V/def2-TZVPD) of a structure of composition C56H135F6Li2N9O24S2 in a non-equilibrium geometry.

Computed properties:
2S+1	1
relative energy (zero: lowest compared OMol25 entry of this formula, charge and spin)	0.00	kJ/mol
highest occupied orbital energy	-8.444	eV

Geometry as XYZ:
```
234
Properties=species:S:1:pos:R:3:lowdin_charge:R:1
Li 3.894 1.649 -2.300 0.60
Li 0.256 -1.128 -3.432 0.61
C 3.285 0.360 -6.525 -0.60
F 4.610 0.686 -6.565 0.12
F 2.468 1.443 -6.761 0.08
F 3.042 -0.534 -7.471 0.15
S 2.620 -0.257 -4.946 0.47
O 1.187 -0.408 -5.170 -0.34
O 3.265 -1.514 -4.764 -0.27
O 2.921 0.772 -3.955 -0.35
C 0.895 -0.064 0.658 -0.64
F -0.309 -0.363 1.098 0.15
F 1.592 0.712 1.555 0.10
F 1.608 -1.186 0.329 0.09
S 0.816 0.841 -0.827 0.50
O 2.243 1.190 -1.014 -0.34
O 0.315 -0.100 -1.784 -0.33
O -0.081 1.924 -0.506 -0.26
C 1.986 7.801 -1.584 -0.09
O 2.515 6.476 -1.697 -0.20
C 1.630 5.554 -2.288 -0.24
C 2.177 4.182 -2.096 -0.20
N 3.585 3.877 -2.458 -0.06
C 3.843 3.941 -3.924 -0.19
C 5.248 3.559 -4.261 -0.19
O 5.466 2.324 -3.568 -0.26
C 6.770 1.916 -3.684 -0.12
H 2.102 8.419 -2.519 0.10
H 2.475 8.316 -0.756 0.08
H 0.931 7.756 -1.354 0.07
H 1.554 5.813 -3.333 0.11
H 0.612 5.597 -1.861 0.13
H 1.501 3.495 -2.586 0.10
H 2.053 3.846 -1.049 0.10
H 4.181 4.601 -2.073 0.11
H 3.610 4.982 -4.270 0.14
H 3.156 3.195 -4.349 0.11
H 5.932 4.333 -3.891 0.13
H 5.438 3.418 -5.344 0.14
H 7.002 1.764 -4.743 0.10
H 6.938 0.972 -3.152 0.06
H 7.435 2.678 -3.295 0.10
C -2.692 -0.244 -4.108 -0.04
O -1.614 -1.180 -4.294 -0.25
C -2.093 -2.498 -4.138 -0.21
C -0.895 -3.427 -4.314 -0.20
N 0.028 -3.313 -3.204 -0.06
C 1.326 -4.019 -3.525 -0.17
C 2.288 -3.847 -2.405 -0.26
O 1.705 -4.231 -1.205 -0.17
C 2.628 -4.188 -0.119 -0.09
H -3.396 -0.565 -4.890 0.10
H -2.333 0.773 -4.232 0.08
H -3.189 -0.346 -3.155 0.05
H -2.829 -2.701 -4.955 0.14
H -2.646 -2.596 -3.189 0.12
H -0.436 -3.133 -5.256 0.13
H -1.139 -4.470 -4.484 0.12
H -0.355 -3.605 -2.322 0.08
H 1.583 -3.579 -4.494 0.11
H 1.289 -5.109 -3.710 0.13
H 2.658 -2.796 -2.432 0.11
H 3.195 -4.466 -2.603 0.14
H 3.494 -4.860 -0.200 0.09
H 2.079 -4.453 0.796 0.08
H 3.101 -3.197 0.017 0.07
C 6.861 -3.731 0.496 -0.08
O 5.723 -4.037 1.331 -0.24
C 6.039 -4.767 2.544 -0.17
C 4.889 -4.606 3.636 -0.21
N 4.787 -3.470 4.483 -0.06
C 4.580 -2.184 3.870 -0.22
C 3.292 -2.030 3.182 -0.25
O 2.261 -2.225 4.110 -0.17
C 0.958 -2.270 3.559 -0.09
H 7.213 -4.636 0.015 0.09
H 7.673 -3.227 1.017 0.08
H 6.542 -3.028 -0.283 0.06
H 6.962 -4.279 2.951 0.12
H 6.195 -5.810 2.290 0.11
H 4.953 -5.501 4.254 0.11
H 4.024 -4.750 2.948 0.11
H 4.174 -3.650 5.311 0.14
H 5.334 -2.100 3.082 0.11
H 4.741 -1.378 4.583 0.13
H 3.239 -2.828 2.415 0.11
H 3.270 -1.041 2.736 0.11
H 0.252 -2.710 4.316 0.10
H 1.000 -2.992 2.713 0.09
H 0.564 -1.308 3.236 0.05
C -0.873 -3.517 0.513 -0.09
O -1.690 -3.939 -0.570 -0.21
C -2.878 -4.522 -0.250 -0.26
C -2.676 -5.835 0.479 -0.17
N -2.782 -5.635 1.946 -0.05
C -4.108 -5.574 2.526 -0.23
C -4.033 -5.240 3.969 -0.25
O -3.345 -6.243 4.670 -0.18
C -2.566 -5.738 5.716 -0.12
H -0.496 -4.393 1.038 0.08
H -1.448 -2.923 1.241 0.08
H -0.017 -2.945 0.112 0.07
H -3.389 -4.716 -1.195 0.12
H -3.532 -3.838 0.354 0.12
H -1.697 -6.285 0.277 0.13
H -3.482 -6.564 0.197 0.12
H -2.276 -6.342 2.441 0.10
H -4.718 -6.491 2.424 0.12
H -4.722 -4.803 2.023 0.11
H -5.012 -5.265 4.440 0.13
H -3.596 -4.209 3.994 0.13
H -1.835 -5.012 5.324 0.08
H -1.974 -6.554 6.166 0.09
H -3.087 -5.216 6.511 0.08
C -2.439 -1.031 4.055 -0.11
O -3.748 -1.302 4.439 -0.18
C -4.736 -1.024 3.482 -0.21
C -5.181 0.421 3.258 -0.22
N -6.244 0.422 2.282 -0.05
C -6.865 1.758 2.228 -0.18
C -8.046 1.746 1.262 -0.25
O -8.708 2.984 1.321 -0.19
C -9.812 3.113 0.386 -0.07
H -1.793 -1.462 4.779 0.07
H -2.324 0.021 3.811 0.08
H -2.255 -1.550 3.105 0.07
H -5.596 -1.616 3.744 0.12
H -4.330 -1.364 2.488 0.12
H -4.394 1.098 2.967 0.10
H -5.509 0.879 4.200 0.13
H -5.811 0.235 1.385 0.08
H -6.144 2.494 1.873 0.12
H -7.261 2.021 3.194 0.12
H -8.728 0.944 1.523 0.11
H -7.675 1.537 0.266 0.11
H -10.254 4.033 0.702 0.08
H -10.524 2.301 0.465 0.08
H -9.406 3.164 -0.629 0.09
C 7.920 -1.546 -3.367 -0.08
O 7.101 -1.253 -2.228 -0.22
C 5.688 -1.391 -2.457 -0.19
C 4.840 -0.906 -1.236 -0.18
N 5.212 0.457 -0.985 -0.08
C 4.872 0.840 0.357 -0.20
C 5.880 0.433 1.412 -0.16
O 7.159 0.951 0.986 -0.18
C 8.240 0.159 1.360 -0.12
H 8.925 -1.423 -2.985 0.09
H 7.728 -0.729 -4.119 0.09
H 7.805 -2.496 -3.874 0.09
H 5.417 -2.427 -2.699 0.12
H 5.342 -0.776 -3.314 0.11
H 5.116 -1.554 -0.387 0.10
H 3.767 -0.967 -1.457 0.11
H 6.175 0.664 -1.119 0.09
H 3.922 0.425 0.622 0.08
H 4.704 1.903 0.389 0.12
H 5.952 -0.641 1.429 0.09
H 5.609 0.835 2.382 0.13
H 8.311 -0.128 2.413 0.09
H 9.183 0.611 1.045 0.09
H 8.158 -0.804 0.848 0.07
C -1.647 3.390 3.123 -0.12
O -2.582 3.361 2.098 -0.18
C -2.085 4.034 0.948 -0.22
C -2.909 3.675 -0.268 -0.20
N -2.111 4.049 -1.430 -0.05
C -2.773 4.034 -2.749 -0.19
C -1.753 4.155 -3.875 -0.23
O -0.840 3.072 -3.827 -0.22
C -0.357 2.709 -5.128 -0.08
H -1.299 4.405 3.364 0.09
H -0.774 2.787 2.920 0.07
H -2.142 3.019 4.022 0.10
H -1.034 3.719 0.772 0.10
H -2.036 5.105 1.132 0.12
H -3.765 4.369 -0.316 0.12
H -3.380 2.679 -0.245 0.11
H -1.273 3.490 -1.463 0.06
H -3.450 4.909 -2.742 0.12
H -3.399 3.152 -2.954 0.11
H -1.224 5.122 -3.820 0.12
H -2.263 4.059 -4.854 0.12
H -1.202 2.379 -5.760 0.10
H 0.451 2.002 -5.051 0.06
H 0.073 3.567 -5.643 0.09
C 0.962 1.055 4.802 -0.10
O 1.282 2.427 4.789 -0.18
C 2.108 2.855 3.740 -0.24
C 2.312 4.343 3.917 -0.21
N 2.872 4.886 2.685 -0.05
C 1.921 5.224 1.595 -0.17
C 0.948 6.367 1.892 -0.24
O 1.691 7.547 2.029 -0.20
C 0.909 8.620 2.448 -0.12
H 0.286 0.823 4.005 0.05
H 0.569 0.749 5.767 0.10
H 1.874 0.489 4.674 0.08
H 1.653 2.708 2.772 0.09
H 3.061 2.322 3.747 0.13
H 2.964 4.487 4.785 0.12
H 1.396 4.854 4.244 0.11
H 3.562 5.629 2.876 0.12
H 1.354 4.297 1.390 0.10
H 2.502 5.427 0.675 0.11
H 0.472 6.148 2.888 0.11
H 0.170 6.473 1.114 0.12
H 1.433 9.553 2.272 0.08
H 0.754 8.509 3.535 0.09
H -0.065 8.613 1.908 0.10
C -10.269 -3.245 -1.044 -0.13
O -9.264 -2.439 -0.557 -0.22
C -8.653 -2.805 0.669 -0.20
C -7.355 -3.531 0.462 -0.22
N -6.218 -2.820 -0.092 -0.04
C -6.328 -1.924 -1.289 -0.17
C -5.005 -1.226 -1.475 -0.24
O -4.665 -0.504 -0.312 -0.20
C -3.283 -0.289 -0.173 -0.09
H -9.887 -4.279 -1.151 0.09
H -10.620 -2.834 -1.969 0.08
H -11.073 -3.275 -0.309 0.08
H -9.413 -3.409 1.165 0.12
H -8.434 -1.859 1.253 0.14
H -7.519 -4.423 -0.138 0.11
H -6.933 -3.904 1.390 0.11
H -5.793 -2.257 0.645 0.08
H -7.119 -1.152 -1.201 0.12
H -6.465 -2.576 -2.138 0.12
H -5.010 -0.621 -2.382 0.12
H -4.287 -2.035 -1.624 0.10
H -2.724 -1.240 -0.107 0.09
H -3.111 0.224 0.774 0.09
H -2.849 0.289 -0.998 0.09
```